(1)
C23H19ClNO6PS2 | ωB97M-V/def2-TZVPD

Element x y z (Å)
C -2.472 2.560 -4.009
C -1.109 2.196 -3.313
O -0.357 3.389 -2.958
C -0.212 1.165 -4.106
C 0.383 0.191 -3.015
C -0.471 -0.943 -2.644
C 0.014 -1.905 -1.637
P -1.165 -3.288 -1.233
S -0.502 -5.035 -1.872
C 1.345 -1.766 -0.999
C 2.134 -0.592 -1.394
C 1.685 0.383 -2.384
S 3.766 -0.368 -0.585
C 3.447 -1.138 1.046
C 4.163 -0.648 2.217
C 3.955 -1.263 3.544
C 2.973 -2.342 3.607
C 2.244 -2.837 2.425
C 1.249 -4.015 2.691
C 0.001 -3.369 3.429
O -0.287 -3.625 4.554
Cl -0.919 -2.166 2.419
C 2.468 -2.237 1.087
N 1.776 -2.766 -0.052
H -2.414 2.662 -5.124
H -3.264 1.849 -3.661
H -2.769 3.573 -3.607
H -1.378 1.688 -2.337
H 0.035 3.262 -2.052
H 0.644 1.660 -4.634
H -0.766 0.550 -4.861
H -1.469 -1.089 -3.129
H -1.483 -3.317 0.167
H -2.425 -3.067 -1.885
H 2.327 1.262 -2.646
H 4.900 0.192 2.184
H 4.510 -0.915 4.442
H 2.816 -2.818 4.611
H 1.703 -4.811 3.341
H 0.885 -4.529 1.765
H 1.028 -3.405 0.209
C -3.370 2.371 2.010
C -2.640 1.878 0.957
C -1.382 2.699 0.632
O -0.564 2.359 -0.241
C -1.145 3.922 1.368
C -1.883 4.430 2.419
C -3.085 3.552 2.817
O -3.820 3.799 3.778
O -1.679 5.489 3.059
O -2.883 0.853 0.255
H -4.271 1.848 2.317
H -0.272 4.470 1.025

Calculated values
**HOMO energy**: -0.0104 hartree
**Charge**: -2
**DFT total energy**: -81414.3321 eV

Atom charges from the Löwdin analysis, given in e for atoms 1 to 5:
1. C -0.058
2. C -0.407
3. O -0.091
4. C -0.108
5. C -0.182

=====

(2)
C23H19F2 | ωB97M-V/def2-TZVPD

Element x y z (Å)
F 3.835 2.492 2.301
C 2.956 2.949 1.342
C 2.594 4.287 1.364
C 1.643 4.724 0.431
C 1.090 3.827 -0.475
C 1.444 2.470 -0.465
C 0.514 1.585 -1.250
C 0.889 0.208 -1.753
C 0.260 -0.198 -2.941
C 0.375 -1.493 -3.425
C 1.212 -2.419 -2.782
C 1.854 -1.995 -1.622
F 2.628 -2.917 -0.943
C 1.712 -0.710 -1.086
C 2.443 2.033 0.414
H 3.004 4.960 2.119
H 1.333 5.767 0.406
H 0.332 4.158 -1.183
H 0.178 2.165 -2.130
H -0.296 0.553 -3.513
H -0.154 -1.771 -4.335
H 1.283 -3.446 -3.120
H 2.282 -0.475 -0.187
H 2.810 1.014 0.440
C -3.265 -3.200 -0.211
C -2.409 -3.281 0.894
C -1.820 -2.128 1.413
C -2.180 -0.853 0.895
C -2.873 -0.821 -0.347
C -3.459 -1.965 -0.858
C -1.756 0.313 1.569
C -0.651 0.239 2.426
C -0.250 -0.954 2.973
C -0.887 -2.248 2.593
H -1.450 -2.659 3.461
H -3.774 -4.099 -0.560
H -2.230 -4.252 1.388
H -2.951 0.129 -0.880
H -4.093 -1.928 -1.740
H -0.363 1.499 -0.599
H -2.120 1.284 1.227
H -0.108 1.163 2.617
H 0.518 -1.001 3.745
H -0.104 -3.006 2.387

Calculated values
**HOMO energy**: -0.4243 hartree
**Charge**: +1
**DFT total energy**: -29586.3278 eV
**ΔE to the lowest compared entry with this formula, charge and spin**: 0.000 eV

Atom charges from the Löwdin analysis, given in e for atoms 1 to 5:
1. F 0.035
2. C -0.241
3. C -0.008
4. C -0.059
5. C -0.055

=====

(3)
C23H19N3O3PdS | ωB97M-V/def2-TZVPD

Element x y z (Å)
Pd 0.259 0.411 0.303
C -1.069 -6.361 -0.299
O -2.254 -5.712 0.089
C -2.255 -4.358 0.251
C -3.476 -3.799 0.643
C -3.604 -2.446 0.860
C -2.535 -1.536 0.710
C -2.677 -0.148 1.016
C -4.002 0.478 1.384
O -1.697 0.682 1.071
C -1.254 -2.126 0.339
O -0.124 -1.490 0.279
C -1.169 -3.512 0.097
H -1.323 -7.419 -0.380
H -0.273 -6.241 0.443
H -0.710 -6.004 -1.269
H -4.311 -4.467 0.784
H -4.565 -2.091 1.189
H -4.818 -0.224 1.485
H -4.274 1.226 0.639
H -3.872 1.012 2.325
H -0.192 -3.882 -0.176
N 7.309 -0.734 -1.598
C 6.212 -0.553 -1.313
C 4.858 -0.350 -0.969
C 4.373 -0.780 0.269
C 3.041 -0.586 0.588
C 2.158 0.061 -0.290
C 2.663 0.472 -1.527
C 3.986 0.262 -1.874
H 5.045 -1.254 0.973
H 2.663 -0.975 1.537
H 2.000 0.963 -2.237
H 4.355 0.580 -2.840
N 2.174 2.210 2.221
C 1.479 2.921 1.293
N 0.656 2.366 0.421
C -0.043 3.294 -0.298
C -1.005 3.019 -1.274
C -1.616 4.080 -1.914
C -1.275 5.396 -1.615
C -0.330 5.686 -0.639
C 0.268 4.631 0.014
S 1.478 4.671 1.285
H 2.206 1.205 2.077
H 2.987 2.642 2.627
H -1.251 1.978 -1.501
H -2.373 3.891 -2.661
H -1.750 6.209 -2.144
H -0.072 6.702 -0.390

Calculated values
**HOMO energy**: -0.2910 hartree
**DFT total energy**: -49087.5425 eV
**ΔE to the lowest compared entry with this formula, charge and spin**: 0.000 eV

Atom charges from the Löwdin analysis, given in e for atoms 1 to 5:
1. Pd 0.971
2. C -0.084
3. O -0.071
4. C -0.265
5. C -0.019

=====

(4)
C23H19N3O4 | ωB97M-V/def2-TZVPD

Element x y z (Å)
C 0.388 -5.762 7.334
O 1.141 -6.166 6.214
C 1.127 -5.393 5.103
C 1.896 -5.854 4.028
C 1.956 -5.147 2.852
C 1.249 -3.947 2.696
C 1.274 -3.161 1.484
C 1.985 -3.414 0.374
C 1.970 -2.572 -0.823
O 2.631 -2.803 -1.807
O 1.138 -1.511 -0.679
C 0.903 -0.551 -1.634
C 0.161 0.544 -1.181
C -0.161 1.570 -2.037
C 0.253 1.531 -3.373
C -0.063 2.607 -4.284
N -0.713 3.630 -3.895
N -0.981 4.617 -4.757
C -1.713 5.732 -4.448
O -1.984 6.537 -5.315
C -2.154 5.875 -3.033
C -1.349 5.556 -1.944
C -1.864 5.757 -0.672
N -3.073 6.237 -0.438
C -3.828 6.556 -1.475
C -3.419 6.403 -2.789
C 0.986 0.431 -3.815
C 1.311 -0.606 -2.962
C 0.483 -3.500 3.775
C 0.418 -4.202 4.962
H 0.728 -4.796 7.719
H -0.680 -5.707 7.100
H 0.551 -6.529 8.090
H 2.438 -6.778 4.151
H 2.555 -5.527 2.040
H 0.650 -2.276 1.497
H 2.637 -4.270 0.284
H -0.152 0.562 -0.149
H -0.736 2.416 -1.695
H 0.287 2.506 -5.319
H -0.689 4.534 -5.737
H -0.352 5.171 -2.080
H -1.278 5.523 0.207
H -4.805 6.955 -1.237
H -4.054 6.681 -3.615
H 1.310 0.383 -4.845
H 1.882 -1.446 -3.323
H -0.073 -2.578 3.682
H -0.185 -3.816 5.769

Calculated values
**SMILES**: COc1ccc(/C=C/C(=O)Oc2ccc(/C=N/NC(=O)c3ccncc3)cc2)cc1
**HOMO energy**: -0.3066 hartree
**DFT total energy**: -36818.4739 eV
**ΔE to the lowest compared entry with this formula, charge and spin**: 1.266 eV

Atom charges from the Löwdin analysis, given in e for atoms 1 to 5:
1. C -0.083
2. O -0.075
3. C -0.273
4. C 0.007
5. C -0.014

=====

(5)
C23H20BCl4F3N2O | ωB97M-V/def2-TZVPD

Element x y z (Å)
Cl 1.447 -3.127 1.659
B 2.490 -2.980 0.144
Cl 3.776 -4.314 0.038
Cl 1.476 -3.082 -1.436
O 3.182 -1.637 0.213
C 3.746 -1.109 -0.814
C 4.794 -0.136 -0.674
C 5.627 0.168 -1.778
C 6.513 1.234 -1.724
C 6.616 1.994 -0.549
Cl 7.577 3.407 -0.522
C 5.896 1.610 0.593
C 5.018 0.541 0.547
H 3.490 -1.469 -1.813
H 5.551 -0.437 -2.679
H 7.124 1.508 -2.578
H 6.026 2.175 1.512
H 4.459 0.231 1.427
C -1.111 -0.834 2.473
N -1.053 0.312 1.603
C -1.021 0.187 0.158
H -0.001 -0.168 -0.159
C -2.052 -0.778 -0.403
C -3.431 -0.561 -0.242
C -4.342 -1.471 -0.778
C -3.859 -2.556 -1.508
C -4.822 -3.532 -2.126
F -4.314 -4.091 -3.266
F -5.103 -4.570 -1.271
F -6.015 -2.957 -2.461
C -2.504 -2.790 -1.657
C -1.609 -1.907 -1.075
N -1.229 1.564 -0.256
C -1.527 1.928 -1.621
C -1.420 2.387 0.823
C -1.322 1.599 1.990
C -1.776 2.078 3.221
C -2.378 3.338 3.239
C -2.470 4.122 2.077
C -1.961 3.675 0.857
H -1.140 -0.481 3.510
H -2.004 -1.440 2.261
H -0.233 -1.471 2.306
H -3.801 0.309 0.307
H -5.410 -1.330 -0.639
H -2.149 -3.648 -2.217
H -0.537 -2.093 -1.129
H -1.779 2.992 -1.652
H -0.662 1.734 -2.266
H -2.371 1.342 -2.008
H -1.674 1.451 4.106
H -2.781 3.720 4.174
H -2.947 5.099 2.125
H -1.997 4.264 -0.058

Calculated values
**HOMO energy**: -0.2401 hartree
**DFT total energy**: -88125.4619 eV
**ΔE to the lowest compared entry with this formula, charge and spin**: 0.089 eV

Atom charges from the Löwdin analysis, given in e for atoms 1 to 5:
1. Cl 0.580
2. B -1.821
3. Cl 0.513
4. Cl 0.564
5. O -0.034

=====

(6)
C23H20BF4IN2PV | ωB97M-V/def2-TZVPD

Element x y z (Å)
V -1.592 1.331 -0.223
N -2.320 -0.339 -1.228
C -1.432 -1.406 -1.614
C -1.902 -2.541 -2.261
C -1.005 -3.497 -2.703
C 0.358 -3.318 -2.519
C 0.832 -2.204 -1.854
C -0.065 -1.249 -1.386
P 0.450 0.262 -0.518
C 1.131 -0.313 1.063
C 1.781 0.639 1.849
C 2.145 0.332 3.147
C 1.876 -0.927 3.663
C 1.259 -1.884 2.875
C 0.870 -1.576 1.584
C 1.854 0.813 -1.521
C 1.549 1.614 -2.620
C 2.557 2.017 -3.475
C 3.862 1.612 -3.240
C 4.166 0.811 -2.150
C 3.166 0.409 -1.281
H -2.679 0.078 -2.096
H -3.160 -0.708 -0.770
H -2.962 -2.669 -2.439
H -1.372 -4.379 -3.204
H 1.051 -4.047 -2.903
H 1.894 -2.062 -1.699
H 2.004 1.613 1.427
H 2.633 1.071 3.760
H 2.163 -1.159 4.677
H 1.079 -2.873 3.268
H 0.383 -2.320 0.971
H 0.518 1.910 -2.795
H 2.328 2.649 -4.320
H 4.646 1.922 -3.913
H 5.185 0.501 -1.974
H 3.402 -0.211 -0.426
F -4.021 3.779 -1.768
B -3.547 2.566 -1.527
F -4.140 1.509 -2.161
F -2.113 2.466 -1.885
F -3.552 2.234 -0.121
I -0.699 3.489 1.353
C -1.359 1.755 2.402
C -1.510 1.726 3.771
C -1.926 0.530 4.347
C -2.153 -0.564 3.518
C -1.998 -0.424 2.153
N -1.616 0.729 1.585
H -1.316 2.608 4.364
H -2.078 0.463 5.414
H -2.456 -1.513 3.925
H -2.168 -1.257 1.479

Calculated values
**Spin multiplicity**: 4
**<S²>**: 3.76
**HOMO energy (alpha / beta)**: -0.4169 / -0.4375 hartree
**Charge**: +1
**DFT total energy**: -81782.0087 eV
**ΔE to the lowest compared entry with this formula, charge and spin**: 0.284 eV

Atom charges from the Löwdin analysis, given in e for atoms 1 to 5:
1. V 0.447
2. N 0.011
3. C -0.284
4. C -0.010
5. C -0.049

=====

(7)
C23H20BrF6N3O6S2Sn | ωB97M-V/def2-TZVPD

Element x y z (Å)
Sn 0.157 -0.308 0.069
Br 1.130 -2.236 1.952
C 0.099 -1.586 3.429
C 0.143 -2.310 4.579
C -0.612 -1.872 5.687
C -1.362 -0.739 5.589
C -1.403 0.015 4.390
C -2.191 1.189 4.303
C -2.235 1.906 3.147
C -1.495 1.479 2.022
C -0.711 0.354 2.035
C -0.659 -0.401 3.249
H 0.747 -3.204 4.643
H -0.584 -2.446 6.604
H -1.953 -0.396 6.431
H -2.764 1.496 5.171
H -2.846 2.798 3.082
H -1.574 2.065 1.113
F -3.202 0.421 -3.943
C -2.242 1.256 -3.565
F -1.063 0.765 -3.924
F -2.418 2.417 -4.194
S -2.333 1.583 -1.717
O -0.929 1.569 -1.303
O -3.027 2.824 -1.606
N -3.190 0.423 -1.069
S -2.716 -1.078 -1.115
O -1.789 -1.350 -2.192
O -2.364 -1.610 0.180
C -4.272 -1.979 -1.545
F -4.490 -1.938 -2.853
F -5.309 -1.444 -0.910
F -4.140 -3.246 -1.168
C 4.610 4.456 -0.723
N 4.163 3.074 -0.709
N 3.498 2.533 0.378
C 2.783 1.434 -0.033
O 2.149 0.717 0.778
C 2.985 1.330 -1.441
C 3.806 2.356 -1.805
C 4.322 2.736 -3.149
C 3.778 2.893 1.722
C 2.730 2.962 2.631
C 2.997 3.311 3.945
C 4.292 3.609 4.348
C 5.336 3.518 3.436
C 5.084 3.145 2.124
H 4.651 4.831 0.293
H 3.927 5.084 -1.299
H 5.606 4.516 -1.158
H 2.568 0.553 -2.062
H 4.087 1.955 -3.867
H 5.403 2.879 -3.122
H 3.869 3.669 -3.490
H 1.726 2.718 2.312
H 2.183 3.356 4.657
H 4.493 3.885 5.375
H 6.352 3.722 3.748
H 5.902 3.025 1.425
O 1.421 -1.745 -2.498
H 1.471 -2.686 -2.307
H 0.495 -1.576 -2.720

Calculated values
**HOMO energy**: -0.2920 hartree
**DFT total energy**: -154779.2805 eV
**ΔE to the lowest compared entry with this formula, charge and spin**: 1.079 eV

Atom charges from the Löwdin analysis, given in e for atoms 1 to 5:
1. Sn 1.267
2. Br 0.833
3. C -0.549
4. C -0.129
5. C -0.078

=====

(8)
C23H20Cl2FeP | ωB97M-V/def2-TZVPD

Element x y z (Å)
C -1.118 -1.405 1.658
C -0.977 -1.843 0.311
C 0.391 -1.997 0.030
H -1.771 -2.064 -0.386
C 1.138 -1.655 1.188
C 0.206 -1.303 2.238
H 0.456 -0.939 3.236
H -2.068 -1.149 2.128
H 0.799 -2.398 -0.894
H 2.224 -1.680 1.246
Fe 0.035 0.311 0.752
Cl 1.937 1.275 0.313
P 0.008 0.370 -2.563
C 1.243 -0.722 -3.280
C 0.940 -1.498 -4.400
H -0.064 -1.480 -4.802
C 1.945 -2.261 -5.000
H 1.711 -2.829 -5.909
C 3.236 -2.265 -4.452
H 4.028 -2.831 -4.948
C 3.530 -1.534 -3.282
H 4.542 -1.549 -2.862
C 2.528 -0.782 -2.678
H 2.703 -0.220 -1.752
C -1.609 -0.133 -3.174
C -2.028 -1.469 -3.038
H -1.350 -2.223 -2.618
C -3.320 -1.835 -3.437
H -3.634 -2.887 -3.369
C -4.188 -0.857 -3.947
H -5.177 -1.152 -4.313
C -3.792 0.492 -4.024
H -4.461 1.247 -4.438
C -2.523 0.856 -3.592
H -2.209 1.901 -3.574
C 0.363 2.038 -3.141
C 0.925 2.186 -4.398
H 1.181 1.310 -4.961
C 1.112 3.478 -4.904
H 1.504 3.587 -5.924
C 0.792 4.589 -4.124
H 0.927 5.590 -4.527
C 0.282 4.436 -2.806
H 0.047 5.317 -2.201
C 0.075 3.164 -2.303
H -0.297 2.979 -1.291
Cl -1.879 1.367 0.273

Calculated values
**Spin multiplicity**: 6
**<S²>**: 8.77
**HOMO energy (alpha / beta)**: -0.2819 / -0.2823 hartree
**DFT total energy**: -92897.2689 eV
**ΔE to the lowest compared entry with this formula, charge and spin**: 0.607 eV

Atom charges from the Löwdin analysis, given in e for atoms 1 to 5:
1. C -0.204
2. C -0.174
3. C -0.164
4. H 0.095
5. C -0.200

=====

(9)
C23H20Cl7N4NaO3 | ωB97M-V/def2-TZVPD

Element x y z (Å)
Na -1.441 -0.992 -1.907
Cl 5.010 -0.382 -5.628
C 3.347 -0.281 -5.071
C 2.693 -1.425 -4.644
C 1.386 -1.335 -4.214
Cl 0.581 -2.794 -3.698
C 0.631 -0.118 -4.157
O -0.558 -0.037 -3.754
C 1.389 1.005 -4.627
Cl 0.602 2.560 -4.593
C 2.694 0.940 -5.066
H 3.196 -2.382 -4.644
H 3.200 1.839 -5.392
Cl -4.191 -3.496 4.160
C -3.898 -2.520 2.747
C -4.611 -1.366 2.526
Cl -5.824 -0.854 3.668
C -4.360 -0.600 1.375
Cl -5.205 0.906 1.125
C -3.409 -0.956 0.399
O -3.147 -0.245 -0.625
C -2.662 -2.197 0.635
O -1.764 -2.557 -0.231
C -2.927 -2.911 1.801
Cl -1.982 -4.358 2.077
N -0.897 5.444 1.029
C -0.558 4.348 0.861
N -0.118 3.108 0.688
C -1.097 2.027 0.402
C -1.311 1.154 1.647
C -1.070 1.964 2.917
C 0.401 2.394 3.005
C 0.950 2.680 1.599
H -0.705 1.427 -0.419
H -2.028 2.481 0.070
H -0.627 0.301 1.624
H -2.321 0.748 1.627
H -1.349 1.385 3.799
H -1.715 2.848 2.908
H 0.999 1.593 3.450
H 0.504 3.275 3.645
H 1.366 1.770 1.168
H 1.733 3.438 1.607
C 1.708 -2.948 2.183
C 1.702 -1.939 1.083
C 2.630 -0.982 0.706
C 2.063 -0.345 -0.417
N 0.873 -0.865 -0.686
N 0.681 -1.837 0.223
C 2.634 0.746 -1.265
H 2.420 -2.656 2.955
H 1.993 -3.936 1.813
H 0.720 -3.044 2.633
H 3.583 -0.779 1.171
H -0.257 -2.326 0.180
H 3.132 0.337 -2.147
H 3.365 1.332 -0.703
H 1.847 1.413 -1.620

Calculated values
**HOMO energy**: -0.0519 hartree
**Charge**: -2
**DFT total energy**: -128357.2550 eV
**ΔE to the lowest compared entry with this formula, charge and spin**: 0.000 eV

Atom charges from the Löwdin analysis, given in e for atoms 1 to 5:
1. Na 0.378
2. Cl 0.570
3. C -0.710
4. C -0.173
5. C -0.581